(1)
# C6H14

C6H14 as an isolated structure in a non-equilibrium geometry (ωB97M-V with the def2-TZVPD basis set, the Open Molecules 2025 dataset).

The geometry in XYZ format:
```
20
Properties=species:S:1:pos:R:3:nbo_charge:R:1
C -2.54 0.63 -0.59 -0.61
C -1.76 -0.70 -0.52 -0.42
C -0.44 -0.57 0.33 -0.35
C 0.74 0.03 -0.28 -0.12
C 1.69 0.96 0.27 -0.43
C 2.46 -0.45 0.07 -0.64
H -3.56 0.41 -0.74 0.20
H -2.48 1.31 0.28 0.21
H -2.04 1.22 -1.38 0.20
H -1.50 -1.02 -1.56 0.20
H -2.44 -1.42 0.00 0.19
H -0.27 -0.05 3.79 -0.01
H -0.51 -1.23 1.15 0.21
H 0.78 0.11 -1.34 0.19
H 1.28 1.36 1.21 0.24
H -0.56 0.31 3.13 0.01
H 2.00 1.80 -0.41 0.22
H 2.23 -1.11 0.95 0.24
H 2.53 -0.98 -0.86 0.25
H 3.59 -0.14 0.18 0.22
```

The LUMO energy comes out at 0.958 eV. The charge is 0. As for the frontier orbital gap: 7.8 eV. As for the total energy: -236.784367 a.u.



(2)
# C2H8N3O

An isolated ion of composition C2H8N3O and charge +1 in a non-equilibrium geometry (ωB97M-V with the def2-TZVPD basis set, the Open Molecules 2025 dataset).

The geometry in XYZ format:
```
14
Properties=species:S:1:pos:R:3:nbo_charge:R:1
N -1.64 -1.25 -0.19 -0.75
C -0.72 -0.30 -0.02 0.68
N -1.17 0.95 -0.27 -0.75
N 0.40 -0.51 0.63 -0.55
C 1.58 0.35 0.39 0.12
O 2.21 -0.50 -0.46 -0.69
H -1.63 -2.04 0.41 0.42
H -2.56 -1.00 -0.36 0.41
H -2.00 0.94 -0.83 0.42
H -0.63 1.75 -0.17 0.42
H 0.61 -1.53 0.75 0.43
H 2.19 0.52 1.27 0.21
H 1.11 1.30 -0.05 0.15
H 3.15 -0.41 -0.28 0.50
```

The LUMO energy comes out at -3.207 eV. The charge is +1. Its SMILES is NC(=[NH2+])NCO. As for the frontier orbital gap: 11.9 eV. As for the total energy: -320.270878 a.u.



(3)
# CH6N6

An isolated ion of composition CH6N6 and charge +2 in a non-equilibrium geometry (ωB97M-V with the def2-TZVPD basis set, the Open Molecules 2025 dataset).

The geometry in XYZ format:
```
13
Properties=species:S:1:pos:R:3:nbo_charge:R:1
N -3.60 -0.65 -0.02 0.32
N -2.72 -0.01 -0.11 0.27
N -1.85 0.81 -0.17 -0.26
C -0.61 1.08 -0.02 0.41
N 0.33 -0.05 -0.15 -0.07
N 0.01 -1.32 0.07 -0.61
N 1.84 0.35 -0.05 -0.57
H -0.36 2.10 0.12 0.28
H -0.03 -2.11 -0.56 0.44
H 0.38 -1.68 0.89 0.39
H 2.26 -0.02 0.88 0.47
H 1.89 1.46 -0.18 0.48
H 2.46 0.05 -0.71 0.45
```

The LUMO energy comes out at -10.545 eV. The charge is +2. Its SMILES is N#[N+]/N=C\N(N)[NH3+]. As for the frontier orbital gap: 9.8 eV. As for the total energy: -369.335282 a.u.



(4)
# C4H8NO

An isolated ion of composition C4H8NO and charge +1 in a non-equilibrium geometry (ωB97M-V with the def2-TZVPD basis set, the Open Molecules 2025 dataset).

The geometry in XYZ format:
```
14
Properties=species:S:1:pos:R:3:nbo_charge:R:1
C 1.35 0.62 -1.60 -0.26
C 0.53 0.89 -0.54 -0.26
C -0.70 0.03 0.04 0.33
N -0.26 -1.22 0.77 -0.70
C -1.85 0.69 0.68 -0.12
O -1.87 -0.07 -0.54 -0.42
H 2.01 1.28 -1.81 0.20
H 1.46 -0.29 -2.13 0.21
H 0.62 1.77 0.02 0.22
H 0.24 -1.14 1.67 0.46
H 0.07 -1.89 0.09 0.45
H -1.14 -1.60 1.14 0.44
H -2.31 0.29 1.57 0.20
H -2.07 1.71 0.40 0.24
```

The LUMO energy comes out at -3.811 eV. The charge is +1. Its SMILES is C=C[C@@]1([NH3+])CO1. As for the frontier orbital gap: 10.8 eV. As for the total energy: -286.840732 a.u.



(5)
# C30H33NO7

One molecule with the formula C30H33NO7 in a non-equilibrium geometry (ωB97M-V with the def2-TZVPD basis set, the Open Molecules 2025 dataset).

The geometry in XYZ format:
```
71
Properties=species:S:1:pos:R:3:nbo_charge:R:1
C 6.16 -2.43 -0.87 -0.61
C 4.77 -2.62 -1.47 -0.40
C 4.25 -1.37 -2.19 -0.38
C 3.74 -0.28 -1.22 -0.45
C 2.47 -0.72 -0.54 0.28
C 1.36 -0.88 -1.31 -0.31
C 0.12 -1.38 -0.81 0.17
C -1.00 -1.64 -1.59 -0.29
C -1.00 -1.60 -3.04 0.27
C -2.05 -1.53 -3.92 -0.30
C -1.50 -1.55 -5.22 -0.31
C -0.16 -1.64 -5.06 0.07
O 0.16 -1.67 -3.75 -0.43
C -2.23 -2.07 -0.97 0.55
O -3.19 -2.57 -1.51 -0.56
C -2.31 -1.73 0.55 0.05
C -3.58 -2.25 1.20 -0.62
O -2.32 -0.28 0.53 -0.50
C -1.83 0.36 1.58 0.80
O -1.32 -0.18 2.53 -0.61
C -1.95 1.83 1.44 -0.25
C -1.78 2.63 2.58 -0.14
C -1.87 4.00 2.48 -0.27
C -2.12 4.61 1.24 0.34
O -2.18 5.96 1.25 -0.48
C -2.45 6.64 0.05 -0.25
C -2.28 3.81 0.11 -0.34
C -2.20 2.43 0.21 -0.08
C -1.05 -2.24 1.23 0.60
O -1.04 -3.10 2.08 -0.52
C 0.16 -1.69 0.59 -0.26
C 1.29 -1.52 1.31 0.12
N 2.45 -1.03 0.80 -0.37
C 3.57 -0.79 1.68 -0.21
C 3.84 0.70 1.94 -0.42
C 2.98 1.34 3.03 -0.40
C 1.52 1.52 2.63 -0.07
O 1.45 2.09 1.33 -0.74
H 6.47 -3.33 -0.35 0.21
H 6.18 -1.60 -0.17 0.19
H 6.88 -2.22 -1.66 0.21
H 4.06 -2.92 -0.70 0.20
H 4.82 -3.44 -2.20 0.21
H 5.06 -0.95 -2.79 0.20
H 3.44 -1.65 -2.86 0.22
H 4.53 -0.04 -0.52 0.22
H 3.52 0.62 -1.80 0.24
H 1.42 -0.61 -2.35 0.24
H -3.09 -1.48 -3.66 0.24
H -2.04 -1.51 -6.15 0.22
H 0.66 -1.68 -5.76 0.20
H -3.56 -3.33 1.19 0.24
H -3.63 -1.91 2.23 0.22
H -4.44 -1.90 0.65 0.23
H -1.60 2.15 3.53 0.24
H -1.75 4.63 3.34 0.23
H -3.42 6.36 -0.36 0.18
H -2.46 7.70 0.31 0.20
H -1.67 6.46 -0.69 0.18
H -2.47 4.25 -0.86 0.23
H -2.32 1.82 -0.66 0.23
H 1.29 -1.79 2.36 0.23
H 4.46 -1.26 1.26 0.21
H 3.35 -1.29 2.63 0.21
H 3.68 1.27 1.03 0.23
H 4.89 0.80 2.23 0.21
H 3.02 0.75 3.95 0.20
H 3.40 2.32 3.24 0.21
H 1.04 2.19 3.36 0.17
H 0.98 0.57 2.65 0.18
H 0.53 2.26 1.13 0.48
```

The LUMO energy comes out at 0.100 eV. The charge is 0. Its SMILES is CCCCC1=CC2=C(c3ccco3)C(=O)[C@](C)(OC(=O)c3ccc(OC)cc3)C(=O)C2=CN1CCCCO. As for the frontier orbital gap: 6.8 eV. As for the total energy: -1744.405816 a.u.



(6)
# C2F2O2

C2F2O2 as an isolated structure in a non-equilibrium geometry (ωB97M-V with the def2-TZVPD basis set, the Open Molecules 2025 dataset).

The geometry in XYZ format:
```
6
Properties=species:S:1:pos:R:3:nbo_charge:R:1
C -0.26 -1.09 0.14 1.09
C 0.38 1.62 0.38 0.76
O -0.92 0.65 0.25 -0.69
O 1.03 -0.89 0.35 -0.56
F -0.87 -2.10 0.34 -0.21
F 0.99 1.82 -0.95 -0.39
```

The LUMO energy comes out at -2.078 eV. The charge is 0. As for the frontier orbital gap: 9.1 eV. As for the total energy: -426.148417 a.u.